21
Properties=species:S:1:pos:R:3 method="wB97M-V/def2-TZVPD" largest_force_ev_per_a=2.08 gap_ha=0.395 e_lumo_ev=1.11 spin_multiplicity=1 relative_energy_kj_mol=165.1
C 0.361 0.817 2.064
C -0.137 1.235 0.667
C -0.441 0.198 -0.423
C -2.032 -0.009 -0.559
C 0.259 0.118 -1.755
C 0.390 -1.012 -0.769
C 1.747 -1.355 -0.187
H 0.009 1.554 2.801
H -0.086 -0.146 2.331
H 1.447 0.726 2.215
H -1.198 1.382 0.741
H 0.295 2.196 0.341
H -2.521 0.773 -1.173
H -2.624 -0.005 0.383
H -2.278 -0.965 -1.036
H -0.422 0.024 -2.594
H 1.153 0.708 -1.966
H -0.245 -1.875 -0.943
H 1.663 -1.895 0.762
H 2.368 -0.468 -0.014
H 2.292 -2.003 -0.887

***

16
Properties=species:S:1:pos:R:3 method="wB97M-V/def2-TZVPD" largest_force_ev_per_a=0.84 gap_ha=0.379 e_lumo_ev=0.48 spin_multiplicity=1 relative_energy_kj_mol=355.0
C 0.661 1.519 -3.135
O 0.963 0.256 -2.561
N 0.116 0.083 -1.461
C -0.252 -1.057 -1.177
O -0.678 -2.063 -0.762
H 1.377 1.634 -3.950
H -0.361 1.535 -3.527
H 0.787 2.319 -2.400
C -0.155 -1.240 2.580
C -0.479 0.209 2.226
H 0.920 -1.383 2.730
H -0.659 -1.546 3.504
H -0.473 -1.926 1.788
H -1.553 0.348 2.063
H -0.176 0.893 3.027
H 0.036 0.524 1.311

***

20
Properties=species:S:1:pos:R:3 method="wB97M-V/def2-TZVPD" largest_force_ev_per_a=2.56 gap_ha=0.358 e_lumo_ev=0.84 spin_multiplicity=1 relative_energy_kj_mol=125.3
C 0.303 0.488 2.233
C 0.461 1.168 0.852
N -0.833 1.122 0.145
C 1.531 0.494 -0.007
C 1.578 0.668 -1.550
O 1.125 2.019 -1.930
H 1.240 -0.020 2.431
H -0.389 -0.328 2.168
H 0.248 1.196 3.080
H 0.773 2.242 0.899
H -0.695 1.377 -0.837
H -1.550 1.817 0.443
H 2.523 0.858 0.284
H 1.667 -0.595 0.021
H 2.617 0.574 -1.859
H 0.886 0.073 -2.152
H 1.891 2.561 -2.133
O -4.725 -4.969 -0.647
H -4.350 -5.532 0.035
H -4.302 -5.213 -1.475

***

Copy entry 2 word for word.
16
Properties=species:S:1:pos:R:3 method="wB97M-V/def2-TZVPD" largest_force_ev_per_a=0.84 gap_ha=0.379 e_lumo_ev=0.48 spin_multiplicity=1 relative_energy_kj_mol=355.0
C 0.661 1.519 -3.135
O 0.963 0.256 -2.561
N 0.116 0.083 -1.461
C -0.252 -1.057 -1.177
O -0.678 -2.063 -0.762
H 1.377 1.634 -3.950
H -0.361 1.535 -3.527
H 0.787 2.319 -2.400
C -0.155 -1.240 2.580
C -0.479 0.209 2.226
H 0.920 -1.383 2.730
H -0.659 -1.546 3.504
H -0.473 -1.926 1.788
H -1.553 0.348 2.063
H -0.176 0.893 3.027
H 0.036 0.524 1.311